Entry 1:
{"formula": "C5H7NO3", "method": "ωB97M-V with the def2-TZVPD basis set", "species": ["C", "C", "C", "O", "O", "H", "H", "C", "C", "N", "O", "H", "H", "H", "H", "H"], "coordinates": [[1.50312, 1.43764, 1.95061], [1.01338, 1.08612, 0.89594], [0.34674, 1.21236, -0.47105], [-0.62468, 1.95837, -0.60544], [1.30607, 1.03324, -1.43446], [1.83665, 1.66507, 2.93651], [0.87776, 0.48191, -2.11912], [0.39004, -1.13720, 0.63489], [-0.52858, -0.86920, -0.37404], [-1.87779, -0.63327, -0.15014], [-0.24914, -1.41185, -1.62966], [1.32989, -1.61261, 0.38050], [0.07853, -1.17490, 1.67041], [-2.14733, -0.69733, 0.82530], [-2.13495, 0.28745, -0.51198], [-1.11969, -1.62580, -1.99828]], "total_energy_ev": -12926.6496, "smiles": "C#CC(=O)O.C=C(N)O"}

Entry 2:
{"formula": "C5H7NO3", "method": "ωB97M-V with the def2-TZVPD basis set", "species": ["O", "N", "O", "C", "C", "C", "C", "C", "O", "H", "H", "H", "H", "H", "H", "H"], "coordinates": [[-4.92530, 0.32902, 0.13650], [-4.43054, -0.15020, 1.10713], [-3.14045, -0.51471, 0.82243], [-1.80345, -0.16897, -0.28183], [-1.12728, 1.03135, 0.19755], [0.34263, 0.52348, -0.15253], [0.30132, -1.02279, -0.63768], [-1.13352, -1.36508, -0.97021], [-1.77928, -0.19160, -1.64734], [-1.39430, 1.27842, 1.22316], [-1.50825, 1.83590, -0.37471], [1.13520, 0.70959, 0.72071], [0.53842, 1.04054, -1.02417], [1.07796, -1.37126, -1.34095], [0.56650, -1.61326, 0.26993], [-1.46792, -2.28104, -1.17122]], "total_energy_ev": -12924.2772, "smiles": "O=NO[C@@]12CCC[C@@H]1O2"}

Entry 3:
{"formula": "C5H7NO3", "method": "ωB97M-V with the def2-TZVPD basis set", "species": ["C", "C", "C", "O", "N", "C", "O", "C", "O", "H", "H", "H", "H", "H", "H", "H"], "coordinates": [[-0.91095, -0.92911, 2.29830], [-0.16344, -0.17883, 1.49635], [-0.52731, 0.65743, 0.33077], [-1.68881, 0.98899, 0.05380], [0.53248, 1.02358, -0.50902], [0.21112, 1.31843, -1.89473], [-0.96264, 1.05350, -2.52060], [1.36480, 0.02764, -1.21826], [1.13570, -1.28578, -1.36637], [-0.47313, -1.47479, 3.23877], [-1.90023, -1.18165, 2.08297], [0.91148, -0.10895, 1.88280], [0.62153, 2.29066, -2.18185], [-1.68282, 0.88580, -1.94671], [2.49149, 0.25568, -1.25707], [0.38163, -1.45447, -1.81289]], "total_energy_ev": -12927.3565, "smiles": "C=CC(=O)N1[C@H](O)[C@@H]1O"}

Entry 4:
{"formula": "C5H7NO4", "method": "ωB97M-V with the def2-TZVPD basis set", "species": ["O", "C", "O", "C", "C", "N", "C", "O", "C", "H", "H", "H", "H", "H", "H", "O", "H"], "coordinates": [[0.62817, 1.33128, -2.83439], [0.25343, 1.16357, -1.71461], [-1.00801, 1.26810, -1.25349], [-0.58584, 1.05578, 0.13786], [-1.34675, -0.09928, 0.75176], [-0.94333, -1.34293, 0.12187], [1.36902, -0.65892, -0.29752], [1.77406, -1.28834, -1.24403], [0.84583, 0.76340, -0.37149], [-0.70312, 1.98007, 0.71286], [-1.06154, -0.13975, 1.81328], [-2.42884, 0.10609, 0.71131], [-1.71320, -1.95651, -0.12040], [1.61091, 1.46201, -0.00768], [-0.19722, -1.89559, 0.81990], [1.72518, -1.23146, 1.06364], [1.78125, -0.51751, 1.71110]], "total_energy_ev": -14977.3002}

Entry 5:
{"formula": "C5H7NOS", "method": "ωB97M-V with the def2-TZVPD basis set", "species": ["C", "C", "C", "C", "C", "H", "H", "H", "H", "H", "H", "H", "N", "O", "S"], "coordinates": [[-2.27216, -0.43520, -0.55253], [-0.80071, -0.52095, 0.28647], [0.36522, 0.28266, 0.02795], [1.50714, 2.05093, -0.13464], [1.63913, -0.00169, -0.11304], [-3.10349, -0.87684, 0.59669], [-2.17210, -1.47824, -1.43336], [-2.56075, 0.56774, -1.01853], [-0.41889, -1.60446, 0.44615], [-1.20093, -0.25293, 1.34734], [1.85958, 3.13043, -0.50660], [2.06482, -2.17861, 1.43652], [0.33171, 1.69690, 0.10348], [2.36304, 1.11368, -0.22217], [2.39837, -1.49343, -0.26373]], "total_energy_ev": -19665.4805}

Entry 6:
{"formula": "C5H7NOS", "method": "ωB97M-V with the def2-TZVPD basis set", "species": ["C", "C", "C", "N", "C", "S", "C", "O", "H", "H", "H", "H", "H", "H", "H"], "coordinates": [[0.31006, -0.19304, -3.43948], [-0.68892, -0.68215, -2.45026], [-0.61488, -0.63381, -1.13492], [0.35922, -0.06877, -0.31698], [0.26658, 0.23542, 1.02402], [1.57033, 0.87464, 1.84518], [-1.02937, 0.03258, 1.74423], [-1.97453, -0.59925, 1.32968], [0.27308, -0.87371, -4.28773], [0.04253, 0.81766, -3.74967], [1.35359, -0.10888, -3.05853], [-1.68518, -1.04294, -2.79203], [-1.42489, -1.01332, -0.52344], [1.13570, 0.43763, -0.76533], [-0.99926, 0.51081, 2.77380]], "total_energy_ev": -19669.9275, "smiles": "C/C=C\\NC(=S)C=O"}

Calculated values (eV) of E_HOMO for the records, taken in order: -8.33 -9.68 -8.54 -10.05 -9.01 -8.55.
Calculated values (kJ/mol) of relative energy (zero: lowest compared OMol25 entry of this formula, charge and spin) for the records, taken in order: 534.0 762.9 465.8 85.1 590.7 161.6.
Calculated values (eV) of LUMO energy for the records, taken in order: -0.13 0.78 0.22 0.22 -0.73 -1.18.